(1)
Computed, not measured: one molecule with the formula C3H3NO, with ωB97M-V with the def2-TZVPD basis set.

```
8
Properties=species:S:1:pos:R:3
C -1.650 1.303 0.416
C -0.526 0.396 0.239
C 0.603 0.779 -0.701
N -2.628 1.871 0.574
O 1.031 1.864 -0.932
H -0.922 -0.571 -0.088
H -0.051 0.249 1.218
H 1.082 -0.105 -1.160
```

As for the highest occupied orbital energy: -10.8 eV. As for the SMILES: N#CCC=O.

Here are the Mulliken charges for atoms 1 to 4, given in e:
1. C 0.22
2. C -0.30
3. C 0.02
4. N -0.35

(2)
Computed, not measured: one molecule with the formula C3H3NO, with ωB97M-V with the def2-TZVPD basis set.

```
8
Properties=species:S:1:pos:R:3
C -1.089 -0.314 0.114
C 0.361 0.227 0.003
O 0.444 1.432 -0.077
C 1.797 -0.170 -0.135
N 2.940 -0.055 -0.307
H -1.657 0.627 0.047
H -1.420 -0.959 -0.704
H -1.376 -0.788 1.059
```

As for the highest occupied orbital energy: -10.8 eV. As for the SMILES: CC(=O)C#N.

Here are the Mulliken charges for atoms 1 to 4, given in e:
1. C -0.87
2. C 0.59
3. O -0.39
4. C 0.21

(3)
Computed, not measured: one molecule with the formula C3H3NO, with ωB97M-V with the def2-TZVPD basis set.

```
8
Properties=species:S:1:pos:R:3
C -0.150 -0.334 0.941
C -1.275 -0.167 0.295
C 0.901 0.469 -1.032
N 0.937 -0.072 0.180
O 0.029 0.662 -1.891
H 0.075 -0.705 1.835
H -1.428 0.366 -0.603
H 1.917 0.658 -1.195
```

As for the highest occupied orbital energy (alpha / beta): -9.7 / -9.7 eV.

Here are the Mulliken charges for atoms 1 to 4, given in e:
1. C -0.20
2. C -0.31
3. C 0.25
4. N -0.44

(4)
Computed, not measured: one molecule with the formula C3H3NO, with ωB97M-V with the def2-TZVPD basis set.

```
8
Properties=species:S:1:pos:R:3
C -0.174 0.351 -0.054
C -1.538 0.148 0.055
C 1.183 -0.187 -0.018
N -0.985 1.399 0.001
O -2.745 -0.901 -0.009
H 1.355 -0.597 -0.892
H 1.180 -0.974 0.766
H 1.723 0.761 0.151
```

As for the highest occupied orbital energy: -9.4 eV. As for the SMILES: Cc1nc1=O.

Here are the Mulliken charges for atoms 1 to 4, given in e:
1. C 0.52
2. C 0.37
3. C -0.80
4. N -0.45

Short version: (4) is the least stable of them.

(1)
Computed, not measured: one molecule with the formula C3H3NO, with ωB97M-V with the def2-TZVPD basis set.

```
8
Properties=species:S:1:pos:R:3
C 0.389 -0.610 0.658
C -0.553 -0.083 -0.389
O -1.507 -0.676 -0.826
C -0.234 1.280 -0.896
N 0.018 2.351 -1.251
H -0.151 -1.289 1.321
H 1.186 -1.173 0.158
H 0.852 0.201 1.226
```

As for the highest occupied orbital energy: -11.3 eV. As for the SMILES: CC(=O)C#N.

Here are the Mulliken charges for atoms 1 to 4, given in e:
1. C -0.91
2. C 0.59
3. O -0.46
4. C 0.19

(2)
Computed, not measured: one molecule with the formula C3H3NO, with ωB97M-V with the def2-TZVPD basis set.

```
8
Properties=species:S:1:pos:R:3
C 0.826 0.092 -1.062
C 0.268 -0.978 -0.049
C -0.792 -0.353 0.750
H 1.563 -0.305 -1.873
H 0.004 -2.068 -0.409
H 1.290 -1.167 0.651
N -1.508 0.129 1.449
O 0.736 1.259 -0.794
```

As for the highest occupied orbital energy: -10.8 eV. As for the SMILES: N#CCC=O.

Here are the Mulliken charges for atoms 1 to 4, given in e:
1. C 0.04
2. C -0.33
3. C 0.21
4. H 0.28

Short version: (2) is the least stable of them.

(1)
Computed, not measured: C29H19BrIN8O2Pd as an isolated structure, with ωB97M-V with the def2-TZVPD basis set.

```
61
Properties=species:S:1:pos:R:3
Pd -1.540 0.431 -1.352
C 2.362 1.870 -1.862
C 1.014 1.702 -2.224
N 0.439 0.585 -1.827
C 1.174 -0.461 -1.575
C 2.572 -0.321 -1.340
N 3.130 0.838 -1.517
C 0.378 -1.720 -1.472
C 0.869 -3.037 -1.509
C -0.050 -4.064 -1.224
C -1.428 -3.791 -1.152
C -1.809 -2.419 -1.039
N -0.928 -1.422 -1.295
C -3.185 -1.908 -0.781
C -4.397 -2.628 -0.519
N -5.563 -2.030 -0.542
C -5.550 -0.677 -0.618
C -4.415 0.029 -0.905
N -3.236 -0.544 -0.938
C 0.393 -5.437 -1.076
C 1.693 -5.752 -0.548
C 2.049 -7.094 -0.578
N 1.197 -8.064 -0.911
C 0.047 -7.802 -1.427
C -0.480 -6.460 -1.466
H 2.795 2.883 -1.709
H 0.373 2.506 -2.700
H 3.127 -1.232 -1.032
H 1.913 -3.235 -1.713
H -2.115 -4.549 -0.804
H -4.426 -3.714 -0.364
H -6.535 -0.271 -0.458
H -4.422 1.109 -0.877
H 2.342 -5.031 -0.007
H 3.020 -7.443 -0.216
H -0.586 -8.656 -1.714
H -1.524 -6.340 -1.706
Br -0.183 4.066 2.909
C -0.701 4.588 1.176
C -0.838 5.957 1.031
C -1.253 6.480 -0.185
C -1.728 5.521 -1.092
C -1.495 4.185 -0.942
N -0.889 3.726 0.215
C -1.889 3.207 -2.044
O -1.648 3.414 -3.234
O -2.573 2.177 -1.520
H -0.663 6.563 1.949
H -1.456 7.527 -0.373
H -2.333 5.790 -1.928
I 2.459 -0.359 3.694
C 3.098 1.613 3.832
C 3.107 2.084 5.165
C 3.675 3.323 5.343
C 4.016 4.153 4.263
C 3.852 3.591 3.012
N 3.476 2.291 2.825
H 2.827 1.411 5.964
H 3.895 3.707 6.323
H 4.506 5.047 4.567
H 4.040 4.083 2.042
```

As for the highest occupied orbital energy (alpha / beta): -13.3 / -16.3 eV. The spin multiplicity is 5. Its net charge is +3.

Here are the Mulliken charges for atoms 1 to 4, given in e:
1. Pd 1.42
2. C -0.44
3. C -0.22
4. N -0.16

(2)
Computed, not measured: C29H19BrIN8O2Pd as an isolated structure, with ωB97M-V with the def2-TZVPD basis set.

```
61
Properties=species:S:1:pos:R:3
Pd -0.768 2.676 0.625
C 0.503 6.029 -1.650
C -0.344 5.158 -0.925
N 0.173 4.069 -0.439
C 1.482 3.796 -0.739
C 2.186 4.582 -1.704
N 1.695 5.728 -2.133
C 1.996 2.606 0.026
C 3.240 1.975 -0.060
C 3.551 0.948 0.776
C 2.520 0.343 1.552
C 1.272 0.952 1.534
N 1.061 2.047 0.780
C 0.013 0.499 2.168
C -0.273 -0.769 2.683
N -1.399 -0.954 3.331
C -2.315 -0.004 3.446
C -2.198 1.171 2.721
N -1.085 1.332 2.069
C 4.939 0.361 0.902
C 5.810 0.282 -0.169
C 7.071 -0.313 0.031
N 7.536 -0.676 1.247
C 6.624 -0.750 2.197
C 5.279 -0.320 2.047
H 0.119 7.011 -1.916
H -1.444 5.369 -0.899
H 3.142 4.316 -2.104
H 4.039 2.322 -0.725
H 2.651 -0.635 2.046
H 0.467 -1.606 2.609
H -3.150 -0.239 4.093
H -2.908 1.995 2.729
H 5.584 0.656 -1.179
H 7.810 -0.437 -0.773
H 6.975 -1.188 3.120
H 4.476 -0.527 2.797
Br 1.236 -0.707 -1.357
C -0.663 -0.375 -1.701
C -1.324 -1.328 -2.522
C -2.672 -1.178 -2.784
C -3.401 -0.222 -2.120
C -2.682 0.701 -1.269
N -1.327 0.548 -1.099
C -3.438 1.763 -0.525
O -4.679 1.755 -0.571
O -2.808 2.705 0.087
H -0.696 -2.039 -3.034
H -3.147 -1.812 -3.511
H -4.480 -0.079 -2.260
I -5.653 -4.842 2.485
C -4.968 -5.157 0.504
C -3.821 -4.392 0.064
C -3.181 -4.601 -1.131
C -3.779 -5.596 -1.973
C -4.874 -6.277 -1.392
N -5.538 -6.042 -0.261
H -3.411 -3.615 0.669
H -2.337 -4.035 -1.449
H -3.409 -5.888 -2.978
H -5.280 -7.092 -1.980
```

As for the highest occupied orbital energy (alpha / beta): -15.6 / -15.6 eV. The spin multiplicity is 5. Its net charge is +3.

Here are the Mulliken charges for atoms 1 to 4, given in e:
1. Pd 1.00
2. C -0.40
3. C -0.27
4. N -0.09

Short version: (1) is the least stable of them.